[1]
117
Properties=species:S:1:pos:R:3:mulliken_charge:R:1 method="wB97M-V/def2-TZVPD" relative_energy_kj_mol=195.52 homo_ev=-15.2 charge=+3
Pb -0.03221 -0.13765 0.14609 1.8641
N 0.58613 0.16551 2.54445 -0.1453
C 1.99413 -0.05328 2.80752 0.2909
C 2.48803 -0.22018 4.07067 -0.3822
C 3.87554 -0.34627 4.29242 -0.9409
C 4.74762 -0.29298 3.24360 -0.8351
C 4.26300 -0.15960 1.92052 0.4748
C 5.11378 -0.11951 0.78997 -0.7247
C 4.57892 0.00324 -0.46295 -1.1827
C 3.18576 0.04674 -0.59918 -0.3171
N 2.36430 -0.00389 0.43275 0.6005
C 2.87446 -0.06723 1.69830 0.0137
H 0.01566 -0.26592 3.26816 0.1030
H 0.38286 1.16583 2.57530 0.3777
H 1.81106 -0.23336 4.91774 0.6506
H 4.23919 -0.46216 5.30399 0.4508
H 5.81667 -0.35280 3.40325 0.4727
H 6.18508 -0.18505 0.93681 0.4778
H 5.20589 0.05657 -1.34157 0.5045
H 2.72362 0.13254 -1.57788 0.5528
O -0.23325 -0.24078 -2.24955 -0.3430
P -0.71432 -1.09640 -3.42222 -2.0304
N -1.18928 -0.14624 -4.64512 0.5916
C -0.40001 1.01949 -5.09639 -0.3226
C -1.29566 1.65730 -6.15060 -0.7298
C -1.94423 0.43845 -6.81518 -0.7115
C -2.23342 -0.49402 -5.63851 -0.2571
N -2.04057 -2.00356 -3.09485 0.6580
C -2.17737 -3.45337 -3.30157 0.0867
C -3.61120 -3.73685 -2.86839 -1.1244
C -3.84552 -2.73678 -1.73024 -0.4585
C -3.09051 -1.48831 -2.19584 0.3357
N 0.46339 -2.13387 -3.90656 0.9879
C 0.56334 -2.65140 -5.27968 -0.4535
C 1.58708 -3.76865 -5.12945 -0.8164
C 2.58957 -3.20655 -4.10392 -0.7991
C 1.81890 -2.12179 -3.32216 -0.0103
H 0.54048 0.69037 -5.55426 0.2495
H -0.16170 1.67152 -4.25654 0.1177
H -0.73461 2.26895 -6.85352 0.3928
H -2.06036 2.27492 -5.67606 0.2906
H -1.24463 -0.02517 -7.51233 0.3111
H -2.85280 0.68863 -7.35815 0.3924
H -2.19969 -1.54845 -5.91328 0.2381
H -3.22428 -0.29468 -5.22356 0.2876
H -1.46730 -3.99500 -2.66772 -0.0738
H -1.98684 -3.72953 -4.33771 0.3394
H -3.74733 -4.77314 -2.56539 0.4098
H -4.30038 -3.52480 -3.68694 0.3429
H -3.42259 -3.11802 -0.79712 0.1146
H -4.90695 -2.53770 -1.58662 0.5258
H -2.64697 -0.92307 -1.36987 -0.5735
H -3.75240 -0.81059 -2.74417 0.4160
H 0.93652 -1.87995 -5.96267 0.3214
H -0.40338 -2.99759 -5.64128 0.3648
H 2.06425 -4.01430 -6.07560 0.4160
H 1.10077 -4.66750 -4.74726 0.2465
H 3.44657 -2.76900 -4.61249 0.3537
H 2.96245 -3.98699 -3.44188 0.2890
H 2.29155 -1.14228 -3.45055 0.1477
H 1.76163 -2.32799 -2.25316 -0.0580
F 0.08050 6.15355 -0.33868 -0.2963
C 0.06479 4.83319 -0.24797 0.0448
C 1.10044 4.19837 0.41818 -0.7810
C 1.09859 2.80872 0.50113 -0.3037
C 0.04875 2.14828 -0.09105 1.0192
C -0.99551 2.75020 -0.75608 -0.7854
C -0.98520 4.13584 -0.82845 -0.5699
H 1.90132 4.77776 0.85803 0.5202
H 1.91180 2.30840 1.00813 0.3557
H -1.79803 2.18416 -1.20871 0.5334
H -1.77582 4.67198 -1.33662 0.5215
C 0.60402 -5.87307 -1.18243 -0.5771
N 0.34128 -5.47800 0.19437 0.0707
C 0.42928 -6.45712 1.29313 -0.5879
C 0.16171 -5.60735 2.54956 -0.5972
N -0.03842 -4.26919 1.97387 -0.0112
C 0.06577 -4.27196 0.64776 0.3523
S -0.18838 -2.93746 -0.41640 -0.5586
H 1.46927 -6.53400 -1.19793 0.3783
H 0.80927 -4.99101 -1.78572 -0.0746
H -0.24742 -6.40942 -1.60189 0.3121
H 1.41768 -6.91470 1.29259 0.3664
H -0.31007 -7.24430 1.15490 0.3454
H 1.00183 -5.61147 3.24027 0.3485
H -0.72776 -5.93345 3.08334 0.3305
H -0.21162 -3.44830 2.52363 0.0466
O -2.12394 0.36635 1.08531 -0.4332
S -3.31470 -0.21460 1.89924 0.2060
C -4.78435 0.03236 0.87286 -0.5513
C -5.93117 -0.61304 1.61243 0.1926
C -5.87522 -1.97098 1.92725 0.0357
C -6.90181 -2.56535 2.64396 -0.8824
C -7.99725 -1.80818 3.04129 -0.4869
C -8.05369 -0.45613 2.73862 -0.6986
C -7.01609 0.14455 2.03770 -0.2214
C -3.65545 1.04673 3.18671 -1.1238
C -3.46969 0.41565 4.53747 0.1589
C -2.21099 0.38944 5.13311 -0.1440
C -2.01595 -0.26673 6.34005 -0.9209
C -3.08471 -0.89767 6.96306 -0.5188
C -4.34370 -0.86421 6.37988 -0.8197
C -4.53457 -0.21899 5.16507 -0.0961
H -4.56851 -0.46760 -0.07297 -0.1388
H -4.92783 1.09887 0.70163 0.5599
H -5.02578 -2.56160 1.60014 0.3996
H -6.85253 -3.61768 2.89028 0.4377
H -8.80447 -2.27365 3.59102 0.4423
H -8.90825 0.13164 3.04594 0.4250
H -7.06810 1.20328 1.80820 0.4292
H -4.67821 1.38641 3.03410 0.5444
H -2.94822 1.85205 2.98687 0.6517
H -1.38925 0.92000 4.65780 0.7252
H -1.03856 -0.27690 6.80612 0.4623
H -2.94134 -1.39679 7.91207 0.4278
H -5.18292 -1.33724 6.87230 0.4436
H -5.51936 -0.20274 4.70884 0.3197

---

[2]
118
Properties=species:S:1:pos:R:3:mulliken_charge:R:1 method="wB97M-V/def2-TZVPD" multiplicity=3 relative_energy_kj_mol=0.00 s2=2.3300 homo_ev="-4.7 / -4.3" charge=-1
Cr -0.15080 0.10346 -0.85451 -0.9708
C 6.62864 -0.65629 -2.87945 -1.2443
C 5.40046 0.20295 -2.95493 0.7693
C 5.45214 1.54327 -3.31323 -1.2270
C 4.24018 2.20854 -3.35649 -0.1588
N 3.08127 1.63495 -3.07422 0.3839
C 3.12070 0.34970 -2.69509 -0.6249
S 1.64294 -0.54510 -2.40212 0.0004
N 4.24803 -0.38074 -2.64608 -0.1546
H 7.47130 -0.19800 -3.39645 0.3963
H 6.41983 -1.63424 -3.31078 0.3072
H 6.90676 -0.81528 -1.83606 0.1885
H 6.38277 2.03470 -3.56138 0.3615
H 4.19647 3.25548 -3.64909 0.3942
C 1.78293 3.84820 -5.46978 -1.5150
C 1.08903 3.96637 -4.13285 0.0966
O 0.26573 2.81453 -3.97039 -0.4709
P -0.43227 2.50156 -2.56846 1.3565
O -0.96387 1.10219 -2.65346 -1.2281
Te 0.92469 2.66308 -0.63000 -0.3128
O -1.65551 3.53982 -2.53231 -0.4635
C -1.66879 4.73613 -1.74040 -0.4793
C -2.55137 4.55460 -0.52762 -0.6134
H 2.43065 4.71095 -5.63722 0.3851
H 1.05290 3.79853 -6.27814 0.4006
H 2.38376 2.93902 -5.48738 0.2911
H 0.46875 4.86896 -4.08978 0.3278
H 1.81409 3.99835 -3.31488 0.1961
H -2.03815 5.52701 -2.39618 0.4293
H -0.64970 4.98820 -1.43605 0.3605
H -3.58734 4.38751 -0.82135 0.1594
H -2.50682 5.44627 0.10167 0.4684
H -2.21260 3.69526 0.05321 -0.1177
C 0.35125 0.28754 1.10311 -0.4241
C 0.66883 0.67009 2.21478 0.7080
C 1.23933 1.25695 3.38703 0.0861
C 2.62519 1.46007 3.42930 -0.3520
C 3.21983 2.03309 4.54065 -0.7935
C 2.44941 2.41885 5.62994 -0.4428
C 1.07464 2.22833 5.59513 -0.7543
C 0.47226 1.65424 4.48703 -0.0063
H 3.22206 1.14673 2.58209 0.5461
H 4.29359 2.17578 4.55675 0.4070
H 2.91638 2.86596 6.49876 0.3768
H 0.46445 2.52889 6.43827 0.3938
H -0.59761 1.50853 4.46610 0.5088
C -2.97940 -1.05495 -2.82409 -1.2196
P -1.47156 -1.71636 -2.04347 1.8110
C -2.18358 -3.21317 -1.29136 -0.4460
C -0.62420 -2.40749 -3.50554 -1.6933
H -3.38477 -1.82082 -3.48972 0.6384
H -2.74902 -0.15221 -3.38221 0.1957
H -3.70675 -0.83710 -2.04710 0.1718
H -2.45703 -3.91667 -2.08097 0.6444
H -3.05939 -2.92072 -0.72032 0.2519
H -1.47744 -3.69288 -0.62510 -0.3966
H -1.31558 -3.06857 -4.03284 0.5588
H 0.26070 -2.96855 -3.20511 0.3145
H -0.31175 -1.59437 -4.15915 0.3460
C -7.11671 3.81652 2.28118 -1.5031
C -6.01892 2.93170 1.75208 0.7145
C -5.83524 2.76027 0.38843 -0.7840
C -4.83981 1.93057 -0.12359 1.1025
C -4.67545 1.80455 -1.61449 -0.9631
C -4.01675 1.24362 0.76714 -0.1756
C -4.18251 1.40168 2.14486 0.3315
C -3.27819 0.66286 3.08929 -0.6535
C -5.17310 2.25026 2.61917 -1.0641
C -2.91899 0.31016 0.29488 0.1330
O -3.06371 -0.90551 0.43530 -0.6168
O -1.88811 0.89050 -0.18264 0.9281
H -7.37149 4.59963 1.56616 0.3716
H -6.82314 4.29240 3.21774 0.3769
H -8.02435 3.23976 2.47603 0.2880
H -6.47234 3.30052 -0.30601 0.3378
H -5.06830 2.68929 -2.11805 0.4258
H -5.22457 0.94040 -1.99540 0.3632
H -3.62846 1.69159 -1.89150 -0.1810
H -2.23523 0.79183 2.79017 -0.4053
H -3.48665 -0.40816 3.06011 0.3580
H -3.40012 1.01820 4.11321 0.2925
H -5.28371 2.38514 3.69094 0.3804
C -2.27776 -3.71911 1.98395 -1.1683
Ge -0.45613 -3.03731 2.30787 1.7514
C -0.69597 -1.90178 3.89455 -0.5615
C 0.56856 -4.61475 2.95067 -1.3035
Ge 0.82562 -2.01571 0.43949 -1.0286
C 1.29914 -3.64374 -0.66727 0.7533
C 2.39931 -3.67917 -1.53029 -0.1623
C 2.77412 -4.85038 -2.17488 -1.0113
C 2.06422 -6.02667 -1.97374 -0.5721
C 0.98275 -6.02102 -1.10728 -1.1647
C 0.61814 -4.84434 -0.46329 0.1471
C 2.60268 -1.67442 1.27996 0.2811
C 3.70353 -1.26582 0.53163 0.7380
C 4.93859 -1.03832 1.12621 -0.7255
C 5.11209 -1.23740 2.48849 -0.7588
C 4.03014 -1.65427 3.24950 -1.1297
C 2.79414 -1.85844 2.64965 0.8540
H -2.67287 -4.04207 2.95086 0.5334
H -2.30198 -4.57433 1.30789 0.4349
H -2.91316 -2.92882 1.58576 0.0486
H -1.24738 -2.49004 4.63355 0.5515
H -1.27858 -1.02003 3.64238 -0.4174
H 0.24135 -1.57320 4.33897 0.4705
H 0.29163 -4.81251 3.98954 0.5219
H 1.64485 -4.45234 2.90328 0.3957
H 0.33660 -5.50181 2.36084 0.3692
H 2.96657 -2.78010 -1.72400 0.5317
H 3.62956 -4.83911 -2.84045 0.4219
H 2.35618 -6.93854 -2.48097 0.3461
H 0.42249 -6.93060 -0.92364 0.4176
H -0.21985 -4.88498 0.22263 0.0647
H 3.60943 -1.11943 -0.53173 -0.5729
H 5.77009 -0.70670 0.51433 0.2940
H 6.07637 -1.06632 2.95245 0.3552
H 4.13846 -1.80310 4.31765 0.4180
H 1.96628 -2.15226 3.27974 -0.3029